19
Properties=species:S:1:pos:R:3:nbo_charge:R:1 method="wB97M-V/def2-TZVPD" de_lowest_kj_mol=60.3 smiles=CCN.CSC spin_multiplicity=1 gap_ev=9.40 homo_ev=-8.46 mol_weight_g_mol=107.22 e_tot_ev=-16683.4654
H -1.78 -0.13 2.16 0.2239
H -0.74 0.01 0.80 0.2195
H -0.86 -0.48 -1.02 0.1918
H 1.36 2.23 1.81 0.2130
C -1.47 0.56 1.38 -0.7595
H 0.44 2.08 0.27 0.2147
C 1.30 -0.79 -1.00 -0.6363
C 0.48 2.54 1.25 -0.7351
S -1.05 2.13 2.15 0.1778
C -0.10 -1.15 -1.40 -0.2328
H 0.12 -3.12 -1.78 0.3457
N -0.52 -2.55 -1.23 -0.8087
H 1.45 -0.90 0.09 0.1952
H 2.13 -1.25 -1.52 0.2137
H -0.28 -2.79 -0.26 0.3390
H -0.08 -0.98 -2.49 0.1840
H -2.38 0.72 0.80 0.2183
H 0.53 3.61 1.10 0.2245
H 1.45 0.28 -1.12 0.2114